ORCA calculation (wB97M-V/def2-TZVPD) on a 2-piece molecular cluster, C5H14 overall at a distorted geometry.

Geometry as XYZ:
```
19
Properties=species:S:1:pos:R:3:forces:R:3
C -0.782 1.490 1.161 0.075 0.373 -0.870
C 0.246 2.618 0.965 -1.607 0.850 1.831
H -0.353 0.537 1.467 0.010 0.083 -0.057
H -1.564 1.732 1.891 0.108 -0.084 -0.050
H -1.312 1.443 0.194 -0.170 -0.618 0.237
H 1.241 2.364 1.301 0.294 0.113 -0.465
H 0.111 3.125 0.017 0.685 -0.299 -0.395
H -0.135 3.408 1.660 0.699 -0.305 -0.270
C 0.528 -1.015 -0.609 -0.694 -0.301 -0.311
C 0.421 -1.503 -2.027 0.821 0.196 0.201
C -0.286 -1.924 0.315 0.966 -0.487 0.446
H 1.543 -1.042 -0.122 -0.083 0.276 0.448
H 0.367 0.092 -0.583 0.296 -0.001 -0.086
H -0.471 -1.126 -2.516 -0.296 -0.275 -0.393
H -0.206 -1.619 1.370 -0.091 0.063 -0.475
H -1.292 -2.023 -0.100 -0.134 0.220 -0.076
H 0.113 -2.943 0.286 -0.126 -0.226 0.109
H 1.252 -1.030 -2.588 -0.105 0.272 0.172
H 0.581 -2.584 -2.084 -0.648 0.151 0.004
```
Forces are in eV/Å.

Properties
Charge   +1
Energy above the lowest of the compared OMol25 structures with the same formula, charge and spin   55.76 kJ/mol
Frontier orbital gap (spin up / spin down)   12.24 / 4.11 eV
Multiplicity   2
Calculated total energy   -198.4657 Eh
Lowest unoccupied orbital energy (spin up / spin down)   -2.97 / -10.74 eV

Results of the Löwdin charge analysis, in e, for atoms 1 through 5: -0.1510 -0.1374 0.0375 0.0905 0.0840


ORCA calculation (wB97M-V/def2-TZVPD) on a 25-piece molecular cluster, C75H200O25 overall at a distorted geometry.

Geometry as XYZ:
```
300
Properties=species:S:1:pos:R:3:forces:R:3
C -6.018 1.807 1.575 -0.838 1.004 -1.643
C -5.068 1.969 2.689 1.253 -0.642 0.532
C -4.186 0.721 2.857 -0.446 0.005 1.040
O -4.212 3.105 2.520 -0.836 0.020 -0.293
H -6.611 2.718 1.493 -0.332 0.065 0.123
H -6.711 0.972 1.672 0.174 -0.061 0.207
H -5.542 1.773 0.595 0.329 -0.379 -0.016
H -5.689 2.173 3.562 0.266 -0.295 0.500
H -3.579 0.802 3.758 0.161 0.149 0.067
H -3.498 0.524 2.035 -0.222 0.208 -0.306
H -4.815 -0.152 3.031 -0.065 -0.123 -0.234
H -3.302 2.818 2.628 0.668 0.126 0.178
C 0.218 4.334 -4.856 -0.533 -0.790 -0.373
C -0.473 5.601 -4.404 1.788 0.589 -0.261
C 0.316 6.856 -4.816 0.801 0.026 1.292
O -1.723 5.622 -4.983 -1.631 -0.555 -0.580
H 1.246 4.216 -4.513 -0.087 0.432 -0.308
H 0.101 4.233 -5.935 0.519 0.257 -0.219
H -0.297 3.440 -4.504 -0.229 0.095 0.384
H -0.517 5.555 -3.316 -0.169 0.263 0.323
H 1.312 6.804 -4.377 0.344 -0.333 -0.063
H -0.055 7.729 -4.279 -0.562 0.247 -0.409
H 0.473 7.060 -5.875 -0.519 -0.264 -0.029
H -2.212 6.421 -4.770 0.149 0.111 0.141
C -0.669 -5.114 5.347 0.595 0.085 -1.822
C -0.118 -5.626 3.961 0.011 0.852 0.944
C 1.325 -5.201 3.655 -0.985 -0.294 0.182
O -0.182 -7.040 3.974 0.164 -0.202 0.278
H -0.733 -4.027 5.283 -0.143 0.059 0.317
H 0.023 -5.374 6.147 -0.017 -0.072 0.094
H -1.656 -5.549 5.506 0.072 0.092 0.153
H -0.756 -5.278 3.149 -0.183 -0.097 0.042
H 1.971 -5.724 4.360 0.273 0.384 0.159
H 1.373 -4.115 3.722 0.460 -0.024 -0.009
H 1.588 -5.557 2.659 0.038 0.217 -0.074
H 0.163 -7.239 4.848 0.012 -0.753 0.032
C 5.512 6.599 1.040 -0.152 -0.944 -0.887
C 5.506 5.094 0.603 1.215 1.226 1.652
C 6.926 4.610 0.437 0.571 0.338 -1.168
O 4.982 4.326 1.675 -0.768 0.769 0.055
H 6.159 7.153 0.359 -0.088 0.091 -0.142
H 5.946 6.727 2.031 -0.224 -0.236 0.099
H 4.507 7.015 0.981 0.051 0.076 0.271
H 4.956 4.925 -0.322 -0.266 0.176 -0.019
H 7.476 4.563 1.377 -0.316 -0.255 0.095
H 7.493 5.293 -0.195 0.064 0.102 -0.214
H 6.907 3.663 -0.103 0.249 -0.273 0.351
H 4.657 3.514 1.278 -0.349 -0.931 0.080
C 2.452 3.932 -2.096 0.816 1.697 0.254
C 1.619 3.432 -0.938 0.100 0.161 -0.302
C 0.141 3.589 -1.134 -0.101 0.982 0.056
O 1.858 2.065 -0.807 0.159 -1.192 1.242
H 2.265 4.998 -2.219 -0.571 0.152 -0.478
H 2.378 3.412 -3.051 -0.388 -0.163 0.319
H 3.510 4.011 -1.843 0.194 -0.737 0.241
H 1.954 3.881 -0.002 0.040 0.252 0.044
H -0.107 4.651 -1.118 -0.179 0.063 -0.395
H -0.444 3.146 -0.328 0.165 -0.189 -0.150
H -0.071 3.133 -2.101 -0.537 0.089 -0.051
H 1.706 1.660 -1.664 0.302 -0.763 -0.928
C -2.642 5.917 1.661 0.598 0.220 -1.196
C -3.620 5.835 0.437 -0.125 -0.060 1.536
C -3.162 5.030 -0.737 1.571 0.631 -0.181
O -4.813 5.243 0.894 -1.536 0.449 -0.106
H -1.852 6.633 1.434 0.271 -0.039 -0.148
H -2.164 4.956 1.849 -0.055 -0.138 -0.103
H -3.027 6.262 2.620 -0.754 -0.022 -0.308
H -3.864 6.835 0.078 -0.108 0.212 0.201
H -2.765 4.073 -0.400 -0.273 -0.192 -0.182
H -2.323 5.577 -1.169 0.348 -0.077 -0.273
H -3.904 4.968 -1.534 -0.177 -0.246 0.376
H -4.616 4.597 1.577 0.229 -0.585 0.414
C -0.421 -0.727 5.208 0.081 -0.564 0.395
C -0.750 -0.348 6.652 -1.103 -0.390 -0.918
C -2.227 -0.031 6.889 0.235 0.693 -0.231
O -0.465 -1.499 7.415 0.728 -0.573 0.341
H -0.390 0.120 4.522 0.099 -0.086 0.069
H -1.091 -1.494 4.822 -0.466 0.221 0.057
H 0.520 -1.275 5.257 0.409 0.452 -0.244
H -0.107 0.484 6.941 -0.002 0.196 0.164
H -2.358 0.126 7.959 -0.258 0.126 0.027
H -2.907 -0.818 6.562 0.318 -0.297 0.031
H -2.534 0.867 6.353 0.033 0.226 0.094
H -0.542 -1.275 8.345 -0.047 -0.052 0.117
C 4.504 -4.741 0.870 -0.209 -0.316 0.323
C 5.561 -4.156 1.795 0.282 -0.669 0.172
C 6.838 -4.989 2.014 0.711 -0.769 -0.441
O 5.861 -2.900 1.208 0.556 0.516 -0.058
H 4.900 -4.868 -0.138 0.105 0.037 -0.007
H 3.648 -4.069 0.826 0.123 0.237 -0.081
H 4.079 -5.692 1.190 0.339 -0.169 0.180
H 5.163 -3.927 2.783 -0.350 -0.331 0.135
H 7.659 -4.540 2.574 -0.461 0.785 0.381
H 7.383 -5.278 1.115 -0.475 0.219 -0.672
H 6.719 -5.951 2.512 -0.726 0.033 0.188
H 6.388 -2.468 1.883 0.185 0.525 -0.039
C 3.530 -1.629 4.006 0.514 -0.106 0.694
C 4.051 -1.881 5.441 -0.522 0.140 -0.668
C 3.218 -2.844 6.194 -1.613 -0.043 0.874
O 5.330 -2.442 5.365 1.442 0.050 -0.914
H 2.487 -1.315 4.047 0.049 0.178 -0.072
H 3.591 -2.537 3.405 -0.040 -0.183 0.126
H 4.144 -0.885 3.499 -0.120 0.151 0.081
H 4.063 -0.947 6.003 0.164 0.385 -0.097
H 2.304 -2.379 6.562 -0.357 0.120 -0.242
H 3.707 -3.109 7.131 0.251 -0.476 -0.127
H 2.919 -3.700 5.588 0.316 -0.209 0.204
H 5.661 -2.645 6.242 -0.096 0.047 0.076
C -4.025 -4.254 -6.674 0.185 0.357 0.065
C -4.666 -3.548 -5.464 -1.328 -1.030 -0.101
C -6.121 -3.981 -5.225 -0.643 0.199 -0.980
O -3.984 -3.925 -4.293 1.354 -0.272 0.309
H -2.938 -4.215 -6.603 0.067 -0.119 0.287
H -4.215 -3.784 -7.639 -0.505 0.192 0.140
H -4.331 -5.297 -6.758 0.009 0.005 0.166
H -4.663 -2.465 -5.579 0.252 0.124 -0.095
H -6.595 -3.644 -4.302 0.435 0.619 0.085
H -6.310 -5.054 -5.183 0.605 -0.225 -0.307
H -6.702 -3.589 -6.060 -0.377 -0.040 -0.017
H -4.109 -3.220 -3.653 0.017 0.319 0.326
C 1.640 7.103 0.288 -0.302 -0.701 0.351
C 1.262 8.439 -0.305 -0.163 0.020 1.163
C 0.042 9.134 0.280 -0.570 -0.309 -0.760
O 2.327 9.331 -0.055 0.567 0.587 -0.477
H 1.984 7.158 1.321 0.218 0.372 -0.038
H 2.424 6.673 -0.335 0.177 -0.180 0.138
H 0.823 6.383 0.337 -0.279 -0.017 -0.366
H 1.119 8.270 -1.372 -0.161 0.263 -0.273
H -0.800 8.441 0.293 -0.111 -0.036 0.110
H -0.229 9.929 -0.414 -0.056 0.171 0.118
H 0.149 9.582 1.268 0.421 -0.287 -0.011
H 3.058 9.093 -0.629 0.228 0.039 0.036
C -5.187 -3.380 -1.175 0.041 -0.262 -0.383
C -5.683 -2.010 -1.634 0.519 -1.498 2.489
C -5.843 -1.138 -0.365 -0.642 0.848 -0.802
O -4.681 -1.506 -2.472 0.015 0.446 -0.483
H -4.223 -3.292 -0.673 -0.035 0.273 0.200
H -4.988 -4.047 -2.014 -0.319 -0.120 -0.083
H -5.889 -3.861 -0.495 -0.008 0.024 -0.076
H -6.624 -2.116 -2.174 -0.214 0.151 0.046
H -6.572 -1.495 0.363 -0.134 -0.336 -0.246
H -6.211 -0.172 -0.709 -0.166 0.285 0.138
H -4.944 -0.901 0.204 0.417 -0.457 -0.355
H -4.991 -0.620 -2.671 0.368 0.359 -0.521
C 3.491 -0.885 -4.142 -0.324 0.823 0.292
C 3.103 0.599 -4.040 0.775 1.018 0.870
C 2.795 1.250 -5.349 0.423 -0.690 -1.465
O 1.975 0.812 -3.212 -0.284 0.282 0.825
H 2.737 -1.399 -4.738 0.138 -0.108 -0.061
H 3.462 -1.279 -3.126 0.129 -0.235 -0.003
H 4.488 -1.031 -4.558 -0.099 0.079 -0.052
H 3.813 1.193 -3.463 0.953 -0.283 -0.387
H 2.524 2.306 -5.343 -0.390 -0.203 0.437
H 2.033 0.589 -5.762 -0.517 0.533 -0.315
H 3.592 1.184 -6.090 0.457 -0.137 0.172
H 1.370 0.083 -3.365 -0.786 -0.632 -0.052
C -4.400 -4.885 2.023 1.196 -0.159 -1.156
C -3.716 -4.400 3.293 0.077 -0.666 -0.192
C -3.059 -3.016 3.200 -0.570 -0.437 -0.422
O -4.744 -4.419 4.238 -0.494 0.589 1.413
H -4.669 -5.941 1.980 0.041 -0.032 0.715
H -3.714 -4.791 1.181 -0.035 0.275 -0.314
H -5.312 -4.323 1.825 0.099 0.280 0.034
H -2.960 -5.096 3.655 -0.101 -0.272 -0.209
H -2.026 -3.144 2.876 -0.012 0.369 -0.190
H -3.096 -2.466 4.140 0.151 -0.312 0.201
H -3.647 -2.434 2.491 0.287 0.284 -0.308
H -5.199 -3.595 4.047 -0.619 0.024 0.423
C -8.333 5.248 -0.197 0.011 0.421 0.022
C -7.490 5.198 -1.451 0.575 1.161 1.511
C -6.897 6.595 -1.761 -0.137 -1.192 -0.561
O -6.444 4.286 -1.176 -0.072 -1.146 -1.605
H -8.871 4.311 -0.056 -0.350 0.256 -0.010
H -8.936 6.155 -0.247 -0.629 -0.344 0.207
H -7.673 5.377 0.661 0.107 0.045 0.073
H -8.110 4.874 -2.288 0.415 -0.345 -0.157
H -7.719 7.279 -1.976 0.262 0.246 -0.038
H -6.271 6.432 -2.638 -0.052 0.403 -0.265
H -6.229 6.962 -0.982 -0.326 -0.021 0.293
H -5.982 4.518 -0.367 0.338 0.533 0.578
C -1.995 -1.230 -3.928 -0.260 0.459 0.705
C -0.722 -0.735 -4.582 -0.335 -0.037 0.043
C -0.795 0.795 -4.782 0.148 -0.685 -0.864
O 0.443 -1.109 -3.820 -0.788 0.722 -0.663
H -2.778 -1.114 -4.677 -0.325 0.133 0.305
H -2.176 -0.632 -3.035 -0.402 0.385 -0.131
H -2.067 -2.237 -3.518 0.679 -0.306 -0.573
H -0.702 -1.224 -5.556 0.503 0.039 -0.281
H -1.687 1.080 -5.340 -0.489 -0.350 0.493
H -0.056 1.143 -5.503 0.604 -0.008 0.551
H -0.753 1.345 -3.841 0.110 -0.058 -0.067
H 0.263 -1.980 -3.459 0.018 -0.904 0.245
C 5.837 2.767 6.321 -1.085 -0.098 -1.083
C 5.231 3.011 4.881 0.133 -1.069 -0.103
C 3.751 2.692 4.637 -0.066 -0.545 1.302
O 5.419 4.325 4.498 0.748 1.702 0.946
H 5.352 3.424 7.042 0.273 0.228 0.001
H 6.924 2.847 6.321 -0.113 0.531 -0.108
H 5.654 1.750 6.667 -0.294 -0.176 -0.220
H 5.815 2.401 4.192 0.179 -0.494 -0.024
H 3.414 2.887 3.618 0.329 0.110 -0.044
H 3.158 3.293 5.327 -0.126 0.264 -0.072
H 3.492 1.663 4.884 0.115 -0.299 -0.105
H 5.151 4.458 3.585 -0.045 -0.185 -0.532
C -2.082 -6.260 -2.376 -0.430 -0.276 0.008
C -1.806 -6.582 -3.833 -1.114 -0.399 -0.018
C -2.941 -7.258 -4.646 0.910 -0.470 1.411
O -1.479 -5.387 -4.512 1.294 -0.161 -0.178
H -1.181 -5.934 -1.856 0.011 0.239 -0.174
H -2.427 -7.144 -1.838 -0.217 0.005 -0.040
H -2.844 -5.482 -2.335 -0.058 0.039 0.284
H -0.996 -7.313 -3.820 0.498 0.372 -0.503
H -3.812 -6.639 -4.861 0.290 0.171 -0.050
H -3.263 -8.083 -4.010 -0.282 -0.338 -0.307
H -2.428 -7.653 -5.523 -0.574 0.052 -0.271
H -2.293 -4.880 -4.464 -0.499 0.711 -0.108
C -1.468 0.593 -0.261 -0.546 -0.773 -0.233
C -0.447 0.185 0.806 -0.484 0.268 0.240
C 0.571 -0.854 0.398 0.046 -1.153 -0.105
O 0.212 1.330 1.288 0.369 0.613 0.475
H -1.987 1.534 -0.080 0.347 0.149 0.427
H -2.282 -0.132 -0.292 -0.027 -0.342 -0.101
H -1.082 0.638 -1.280 0.383 0.017 0.030
H -0.972 -0.153 1.700 -0.284 -0.442 -0.101
H 1.191 -0.645 -0.474 -0.314 0.472 -0.255
H 0.072 -1.804 0.204 -0.166 -0.093 -0.232
H 1.290 -1.093 1.181 -0.120 0.334 0.392
H 0.754 1.588 0.539 0.764 0.601 -0.283
C -3.613 2.025 -2.477 0.608 0.858 -0.154
C -4.251 2.874 -3.550 -1.000 0.825 -1.352
C -4.004 2.558 -5.020 0.558 -0.189 -0.071
O -5.656 2.845 -3.432 -0.655 -0.688 0.154
H -4.099 1.054 -2.375 0.337 -0.014 -0.246
H -3.679 2.537 -1.518 -0.343 -0.091 0.046
H -2.543 1.991 -2.681 0.085 -0.597 0.039
H -4.047 3.942 -3.466 1.016 0.098 0.430
H -4.233 1.513 -5.230 0.130 -0.144 -0.088
H -2.997 2.817 -5.346 0.222 -0.294 0.232
H -4.629 3.168 -5.672 -0.336 0.029 0.359
H -5.811 3.252 -2.576 -0.798 0.268 0.550
C 6.159 -2.704 -2.688 0.052 -0.484 -1.498
C 7.509 -3.114 -2.113 -0.924 -0.129 -0.711
C 8.721 -3.090 -3.064 -1.048 -0.006 0.327
O 7.715 -2.190 -1.121 1.770 1.452 1.760
H 5.325 -2.859 -2.004 0.125 -0.208 0.158
H 5.968 -3.233 -3.622 -0.340 -0.276 -0.085
H 6.146 -1.649 -2.961 0.309 0.107 0.181
H 7.430 -4.125 -1.713 -0.006 -0.312 0.204
H 8.705 -4.000 -3.665 0.137 0.060 -0.103
H 9.623 -3.059 -2.453 0.010 0.030 -0.161
H 8.655 -2.222 -3.721 0.222 0.051 0.018
H 7.096 -2.265 -0.391 -0.365 -0.409 0.008
C 2.157 -3.956 -1.713 -0.412 -0.582 0.321
C 1.544 -4.222 -3.083 1.013 -0.401 0.793
C 1.652 -5.714 -3.477 1.717 0.689 -0.612
O 0.227 -3.782 -3.129 -0.652 0.546 0.601
H 1.619 -4.544 -0.969 -0.111 0.006 0.238
H 2.094 -2.906 -1.428 0.010 0.071 -0.094
H 3.194 -4.287 -1.673 0.048 0.169 -0.162
H 2.114 -3.543 -3.717 0.344 -0.550 -0.845
H 2.711 -5.936 -3.339 0.192 -0.250 0.063
H 1.523 -5.859 -4.549 -0.477 0.041 -0.020
H 1.131 -6.499 -2.929 -0.472 0.593 0.305
H -0.231 -4.467 -3.623 -1.145 -0.050 -0.532
C 0.455 4.062 3.486 0.716 1.139 -0.046
C -0.612 3.132 3.972 -1.049 1.103 2.179
C -1.496 3.778 5.069 0.403 0.236 0.159
O -1.456 2.780 2.945 -1.027 -0.400 -1.298
H 1.028 4.476 4.316 0.487 -0.494 0.009
H 0.086 4.981 3.029 -0.888 -0.020 0.011
H 1.085 3.682 2.682 0.311 -0.563 0.382
H -0.250 2.203 4.413 0.734 0.044 0.112
H -0.899 4.018 5.948 0.103 -0.229 0.123
H -2.326 3.141 5.374 0.144 -0.281 -0.074
H -1.955 4.730 4.799 0.112 0.033 -0.567
H -0.838 2.392 2.321 -0.043 -0.627 -1.141
C 4.522 0.052 -0.551 0.225 -0.537 0.654
C 4.573 0.705 0.850 -0.439 0.550 -1.131
C 5.943 0.827 1.437 0.724 -0.160 0.609
O 4.033 2.018 0.723 0.564 0.550 0.450
H 4.842 -0.988 -0.490 -0.035 -0.142 0.093
H 5.192 0.525 -1.269 0.059 0.329 0.166
H 3.516 0.062 -0.969 -0.065 0.086 0.090
H 3.921 0.216 1.574 0.022 -0.648 -0.153
H 5.900 1.133 2.482 -0.208 -0.157 0.140
H 6.603 1.575 0.996 -0.259 -0.060 -0.574
H 6.450 -0.137 1.391 0.076 -0.032 0.013
H 3.209 1.955 0.233 -0.428 -0.059 -0.430
C 0.320 -7.568 0.369 -0.470 -0.508 -0.416
C -1.049 -8.220 0.729 1.548 -0.920 0.047
C -0.818 -9.682 1.243 0.360 0.773 -0.313
O -1.531 -7.370 1.730 -1.537 -0.060 -0.372
H 0.875 -7.466 1.301 0.165 -0.088 0.019
H 0.152 -6.563 -0.019 -0.058 0.013 -0.021
H 0.933 -8.120 -0.343 -0.029 -0.120 -0.066
H -1.717 -8.292 -0.129 -0.174 0.547 0.131
H -0.234 -9.572 2.156 0.128 -0.347 0.089
H -0.238 -10.227 0.498 0.263 0.037 0.021
H -1.674 -10.327 1.442 -0.381 0.571 0.074
H -0.887 -7.426 2.440 -0.053 -0.052 0.534
```
Forces are in eV/Å.

Properties
Energy above the lowest of the compared OMol25 structures with the same formula, charge and spin   27.31 kJ/mol
Frontier orbital gap   9.61 eV
Calculated total energy   -4858.4519 Eh
Lowest unoccupied orbital energy   0.45 eV

Results of the Löwdin charge analysis, in e, for atoms 1 through 5: -0.0627 -0.4512 -0.0377 -0.0591 0.0785